[1]
Here is C24H26MgNOPSe as an isolated structure from the OMol25 dataset. Energies are from the ωB97M-V functional and the def2-TZVPD basis.

```
55
Properties=species:S:1:pos:R:3:forces:R:3
Mg 1.348 1.762 0.654 -0.0242 0.0744 -0.0452
C -2.404 2.343 -1.835 -0.0129 0.0475 -0.0022
C -2.400 0.965 -2.434 0.0368 -0.0877 0.0006
C -3.174 0.685 -3.555 0.0086 0.0635 0.0348
C -3.195 -0.580 -4.120 -0.0042 -0.0562 -0.0289
C -2.436 -1.599 -3.565 -0.0306 -0.0124 -0.0377
C -1.660 -1.342 -2.447 0.0004 0.0341 0.0607
C -1.635 -0.072 -1.875 -0.0413 -0.0440 -0.0753
P -0.619 0.297 -0.416 0.3535 0.1390 0.0524
C 0.465 -1.176 -0.233 -0.0443 -0.0718 -0.0364
C 1.509 -1.153 -1.164 0.0063 0.0076 -0.0242
C 2.477 -2.138 -1.207 0.0007 -0.0023 -0.0339
C 2.432 -3.163 -0.275 0.0242 0.0042 -0.0087
C 1.412 -3.191 0.659 -0.0450 0.0189 0.0335
C 0.404 -2.224 0.698 0.0471 -0.0284 -0.0396
C -0.689 -2.390 1.719 -0.0389 -0.0179 0.0209
C -1.793 0.370 0.959 0.0502 0.0227 0.2243
C -3.080 -0.153 0.842 -0.0514 0.0225 0.0723
C -3.942 -0.143 1.925 0.0201 -0.0004 -0.0554
C -3.507 0.389 3.132 -0.0041 0.0111 0.0363
C -2.237 0.929 3.241 -0.0921 0.0211 -0.0283
C -1.347 0.950 2.164 -0.0996 -0.0595 -0.2117
C 0.020 1.562 2.315 0.1916 0.1041 0.0501
H -2.958 3.037 -2.466 0.0035 0.0030 0.0113
H -1.388 2.726 -1.715 -0.0030 0.0061 -0.0129
H -2.865 2.342 -0.845 -0.0127 0.0031 0.0062
H -3.767 1.479 -3.992 -0.0013 -0.0041 -0.0065
H -3.803 -0.768 -4.995 -0.0019 -0.0034 -0.0017
H -2.446 -2.591 -3.997 -0.0077 0.0042 -0.0121
H -1.068 -2.138 -2.013 0.0026 0.0107 -0.0067
H 1.557 -0.336 -1.879 0.0027 -0.0003 0.0010
H 3.261 -2.096 -1.952 0.0031 -0.0122 0.0028
H 3.186 -3.939 -0.274 0.0010 0.0002 -0.0060
H 1.377 -3.999 1.380 -0.0052 -0.0022 0.0044
H -0.520 -3.298 2.296 0.0011 -0.0082 -0.0014
H -1.667 -2.470 1.244 0.0062 0.0103 0.0118
H -0.742 -1.549 2.409 0.0035 -0.0179 0.0049
H -3.402 -0.582 -0.099 -0.0182 -0.0128 -0.0065
H -4.940 -0.551 1.833 0.0029 -0.0076 -0.0090
H -4.168 0.392 3.991 -0.0002 0.0007 -0.0027
H -1.913 1.356 4.183 -0.0029 0.0034 0.0004
H 0.509 1.105 3.188 -0.0246 -0.0429 -0.0239
H -0.132 2.604 2.637 -0.0008 -0.0232 0.0468
Se 4.921 4.742 0.457 -0.2440 -0.1479 -0.0700
C 3.402 3.880 0.118 0.2441 0.2191 -0.0259
N 2.415 3.287 -0.108 -0.1208 -0.1686 0.1088
C 4.816 0.719 -0.310 0.0207 0.0341 -0.0074
C 4.393 0.841 1.132 0.0345 -0.0447 -0.0246
O 2.966 0.568 1.221 -0.1888 0.0554 0.0565
H 5.873 0.967 -0.398 0.0019 -0.0010 0.0144
H 4.263 1.423 -0.933 -0.0054 -0.0070 0.0050
H 4.656 -0.294 -0.675 -0.0083 0.0010 -0.0007
H 4.587 1.841 1.520 0.0162 -0.0008 -0.0134
H 4.908 0.104 1.750 -0.0072 0.0275 0.0102
H 2.738 0.270 2.110 0.0582 -0.0641 -0.0114
```
Forces are in eV/Å.

Calculated values
max |F|: 0.4 eV Å⁻¹
orbital gap: 8.139 eV
multiplicity: 1
highest occupied orbital energy: -7.773 eV


[2]
Here is a 8-piece molecular cluster, C35H70F3N3O12PS overall in a non-equilibrium geometry from the OMol25 dataset. Energies are from the ωB97M-V functional and the def2-TZVPD basis.

```
125
Properties=species:S:1:pos:R:3:forces:R:3
O 0.470 -0.520 2.956 -0.2840 -0.2766 0.0669
P 1.261 -0.134 1.777 -0.3904 0.5756 0.2023
C 1.427 -1.550 0.519 1.4021 -0.0437 2.0977
C 2.875 -2.098 0.800 -1.9223 1.0674 -0.9803
C 3.787 -2.336 -0.193 0.1802 -0.2198 -0.0460
C 5.011 -2.846 0.191 -0.4186 0.2501 -1.0646
C 5.207 -3.064 1.522 1.5476 -0.6730 0.8343
N 4.330 -2.870 2.490 -0.4672 0.2121 -0.0159
C 3.153 -2.382 2.115 0.7733 -0.4785 0.6959
C 0.563 -2.757 0.943 -1.2200 -0.7629 -0.4766
C -0.838 -2.942 0.336 0.5091 -0.2237 -0.5957
C -0.816 -2.564 -1.161 -0.3946 -0.4010 1.4445
C -2.218 -2.687 -1.807 0.1325 -0.5072 -0.5357
C -3.277 -3.474 -1.033 -0.1790 0.6410 -0.1820
C -4.577 -3.584 -1.841 0.0137 -0.0957 1.4669
S -5.290 -2.003 -2.232 -0.3785 0.3242 -2.0291
O -4.736 -1.576 -3.477 0.9314 0.0886 -0.1390
O -6.715 -2.018 -2.199 -0.3384 -0.2982 1.0137
O -4.754 -0.988 -1.108 -0.2342 -0.5259 0.1520
C -0.198 -1.172 -1.443 -2.4223 0.0207 -1.3319
C -0.192 -1.062 -2.992 1.3802 0.0776 -0.1547
C 0.527 -2.190 -3.770 -0.0556 0.5798 -0.6086
O 1.347 -1.607 -4.785 -0.0030 -0.0904 0.2921
C -1.134 -0.086 -0.901 0.3572 0.5417 0.7436
C -1.572 0.954 -1.694 0.5447 -0.5799 -0.4791
C -2.426 1.883 -1.178 -1.4722 2.1617 -0.6555
N -2.950 1.958 0.043 1.0134 -1.1082 -0.2930
C -2.483 0.968 0.803 -0.7137 0.3001 1.2351
C -1.619 -0.023 0.408 0.7728 -0.8513 -0.1955
N 1.243 -1.122 -0.911 -0.3054 -1.5095 -0.0607
C 2.050 0.028 -1.378 1.1460 1.1085 -0.8665
F 3.020 0.348 -0.529 -0.5114 -0.1799 0.2453
F 1.338 1.108 -1.611 -0.1746 -0.3282 0.2475
F 2.635 -0.349 -2.519 -0.1809 -0.0200 0.1439
H 2.565 0.255 2.142 -0.0089 -0.0885 -0.4888
H 0.745 0.964 1.044 0.2508 -0.1389 -0.0658
H 3.551 -2.138 -1.229 0.2980 -0.0554 -0.1261
H 5.778 -3.059 -0.533 0.1530 -0.0353 -0.0160
H 6.181 -3.440 1.823 -0.0785 -0.0235 0.1712
H 2.430 -2.245 2.909 -0.1099 0.1109 0.0204
H 0.456 -2.817 2.022 0.2754 0.5532 0.1513
H 1.102 -3.674 0.686 0.1820 0.2559 -0.2460
H -1.664 -2.525 0.899 0.1560 0.2580 -0.0074
H -1.007 -4.018 0.345 -0.0471 -0.0597 0.1516
H -0.205 -3.363 -1.592 0.2990 0.2729 -0.2057
H -2.655 -1.728 -2.075 0.2023 0.1317 0.2032
H -2.083 -3.205 -2.761 -0.0468 0.1016 -0.0931
H -2.966 -4.480 -0.760 0.0706 -0.0613 -0.0301
H -3.546 -2.935 -0.125 0.1696 -0.1600 0.1734
H -4.461 -4.168 -2.749 -0.1165 0.3698 -0.3149
H -5.292 -4.095 -1.191 -0.0582 0.0369 -0.2564
H -5.538 -0.492 -0.824 0.0495 0.0664 0.1686
H -1.206 -0.972 -3.358 -0.2124 -0.1704 0.2797
H 0.280 -0.141 -3.333 0.0729 0.0204 0.0813
H 1.136 -2.866 -3.158 -0.1603 -0.0539 0.1059
H -0.230 -2.765 -4.302 0.0467 -0.3844 0.2663
H 2.251 -1.900 -4.658 0.0699 0.0368 -0.1987
H -1.268 1.097 -2.716 0.0105 0.0944 -0.1002
H -2.738 2.683 -1.841 0.0841 -0.0123 -0.1056
H -2.826 0.957 1.834 0.0086 -0.0015 -0.0078
H -1.304 -0.741 1.147 -0.1392 0.1715 0.1624
H 1.641 -1.921 -1.432 0.0815 0.1479 -0.0221
C 0.944 4.974 1.023 -0.0401 -0.0028 0.0794
C -0.173 4.545 0.095 0.3188 -0.2446 0.2449
O 0.356 3.836 -1.033 -0.2170 0.2251 -0.2183
H 1.653 5.612 0.494 -0.0922 0.0808 -0.0253
H 0.556 5.521 1.882 0.0738 0.0401 0.0000
H 1.500 4.101 1.384 -0.0683 -0.0216 0.0683
H -0.713 5.411 -0.282 0.0017 -0.0746 -0.1514
H -0.883 3.897 0.617 -0.1016 0.1314 0.0260
H 0.823 3.068 -0.697 0.0408 0.0314 0.0008
C -6.084 -7.857 -1.086 0.0173 0.0687 -0.0599
C -5.194 -7.072 -0.142 -0.3704 -0.0682 0.0520
O -5.676 -5.736 0.033 0.1537 -0.0785 0.0648
H -6.138 -7.365 -2.058 0.0529 -0.0219 -0.0096
H -5.708 -8.871 -1.227 -0.0296 -0.0075 0.0132
H -7.102 -7.916 -0.697 0.0250 -0.0784 0.0478
H -4.183 -6.998 -0.543 0.0073 0.1146 0.0414
H -5.142 -7.561 0.834 0.1162 -0.0676 -0.0386
H -6.565 -5.792 0.398 -0.0140 0.0324 0.0055
C 3.662 -6.539 -0.311 -0.0246 0.1286 0.0279
C 2.160 -6.735 -0.359 0.2468 0.0000 -0.2233
O 1.495 -5.533 -0.774 -0.1548 0.2204 0.1208
H 3.920 -5.730 0.375 -0.0156 -0.0517 0.0679
H 4.165 -7.449 0.015 0.0160 0.0052 -0.0283
H 4.048 -6.265 -1.297 0.0116 -0.1090 -0.0222
H 1.776 -6.988 0.628 -0.1172 0.0934 -0.0245
H 1.898 -7.541 -1.048 -0.0139 -0.0672 0.0882
H 1.821 -5.313 -1.652 0.0274 -0.1368 -0.0451
C -0.630 8.142 5.131 -0.0454 -0.0182 -0.0067
C 0.637 7.487 4.621 -0.0816 0.3312 -0.0837
O 0.722 7.580 3.195 0.0572 -0.2383 -0.0207
H -1.507 7.672 4.684 0.0172 -0.0621 0.0402
H -0.702 8.060 6.216 0.0041 0.0077 -0.0060
H -0.655 9.200 4.858 0.0489 0.0176 0.0750
H 0.647 6.430 4.878 0.0158 -0.0179 -0.0825
H 1.521 7.958 5.062 -0.0113 -0.0725 0.0986
H 0.722 8.512 2.959 -0.0045 0.0147 -0.0087
C 0.843 3.672 -5.217 0.0027 -0.0404 0.0215
C -0.593 4.112 -4.998 0.1979 0.0869 0.2422
O -1.030 3.797 -3.678 -0.0705 -0.1156 -0.1150
H 0.942 2.597 -5.051 -0.0398 -0.0132 -0.0707
H 1.175 3.902 -6.230 0.0277 -0.0022 0.0165
H 1.511 4.172 -4.510 -0.0014 0.0716 -0.0521
H -1.260 3.599 -5.690 -0.0746 0.0088 0.0695
H -0.693 5.190 -5.160 -0.0078 -0.0229 -0.1527
H -0.450 4.257 -3.057 -0.0393 -0.2096 0.1476
C 4.256 3.873 -0.762 0.0202 -0.0551 -0.0741
C 5.188 4.699 0.109 -0.3652 0.0467 0.1743
O 4.687 6.015 0.302 0.1541 -0.0222 -0.1550
H 4.119 4.349 -1.734 0.0479 -0.0068 -0.0077
H 4.656 2.867 -0.916 0.0058 0.0055 -0.0036
H 3.268 3.792 -0.303 0.0227 -0.0302 0.0469
H 6.165 4.795 -0.363 0.0064 0.0937 0.0334
H 5.324 4.223 1.087 0.1149 -0.1230 -0.0705
H 3.829 5.946 0.733 0.0031 0.0596 0.0557
C -0.720 2.912 5.751 0.0375 0.0211 -0.0673
C 0.184 3.742 6.646 -0.3759 -0.0213 0.1086
O -0.357 5.042 6.864 0.1830 0.0290 -0.1281
H -0.863 3.410 4.790 0.0519 0.0015 -0.0080
H -0.296 1.921 5.575 -0.0359 -0.0118 0.0105
H -1.707 2.792 6.204 0.0297 -0.0716 0.0411
H 1.161 3.877 6.183 0.0091 0.1121 0.0470
H 0.327 3.248 7.612 0.1185 -0.0921 -0.0625
H -1.216 4.937 7.285 -0.0136 0.0392 0.0228
```
Forces are in eV/Å.

Calculated values
max |F|: 2.8 eV Å⁻¹
orbital gap: 8.870 eV
multiplicity: 1
charge: +1
highest occupied orbital energy: -11.662 eV